(1)
Formula: HN2OP
Source: OMol25
Level of theory: ωB97M-V/def2-TZVPD

Its orbital gap (spin up / spin down) is 8.09 / 8.09 eV. The calculation puts the LUMO energy (spin up / spin down) at -1.8076 / -1.8066 eV. The total energy is -14326.3134 eV. The relative energy (zero: lowest compared OMol25 entry of this formula, charge and spin) is 6.055 eV.

CARTESIAN COORDINATES (ANGSTROEM)
N  -1.51475  -0.49798  2.09119
N  0.55387  -1.56840  1.45107
O  -1.26976  0.61751  2.53988
P  -0.30463  -0.51728  0.83466
H  -0.13877  0.93697  0.91858

Results of the natural (NBO) charge analysis, in e, for atoms 1 through 4: -0.043 -0.806 -0.260 1.134

(2)
Formula: C42H77As3F18N14
Source: OMol25
Level of theory: ωB97M-V/def2-TZVPD

Its orbital gap is 9.59 eV. The calculation puts the LUMO energy at -6.5721 eV. The total energy is -297074.8150 eV. The total charge is +4.

CARTESIAN COORDINATES (ANGSTROEM)
C  -11.38852  -23.87254  3.38694
C  -10.04973  -24.42436  2.87226
N  -8.93905  -23.98678  3.70748
C  -8.69778  -24.28088  5.03931
C  -7.46451  -23.84366  5.26646
N  -7.00044  -23.18888  4.19371
C  -7.88808  -23.31325  3.21065
C  -5.76605  -22.47706  4.08700
H  -11.67153  -24.37574  4.27448
H  -12.15223  -24.06065  2.69448
H  -11.27512  -22.80637  3.69807
H  -9.95941  -24.12603  1.80901
H  -9.95473  -25.52549  2.82540
H  -9.40808  -24.68170  5.65826
H  -6.79540  -23.89505  6.14611
H  -7.74529  -23.19271  2.14830
H  -4.86488  -23.15602  4.18120
H  -5.80384  -21.66265  4.83730
H  -5.61380  -22.01629  3.09085
C  -12.17234  -19.58574  -3.54741
C  -11.33652  -18.76269  -4.58728
N  -12.19886  -18.12224  -5.59608
C  -12.81651  -18.69722  -6.65525
C  -13.53639  -17.72508  -7.25839
N  -13.39172  -16.53152  -6.51483
C  -12.52775  -16.82934  -5.50214
C  -14.05113  -15.28206  -6.85627
H  -12.64179  -20.51029  -3.97566
H  -12.95045  -18.98943  -3.13569
H  -11.54952  -19.77094  -2.70616
H  -10.63602  -19.34034  -5.22015
H  -10.70373  -18.00648  -4.08444
H  -12.84026  -19.71065  -6.93176
H  -14.16780  -17.72880  -8.11123
H  -12.11429  -16.18245  -4.76181
H  -14.84840  -14.93206  -6.17557
H  -14.40002  -15.32209  -7.87408
H  -13.27987  -14.52695  -6.91936
C  -14.94089  -30.56300  -2.23724
C  -16.21298  -30.50677  -3.01760
N  -16.00157  -29.95755  -4.39789
C  -16.02922  -30.83571  -5.44564
C  -15.96687  -30.07549  -6.55423
N  -15.82256  -28.78901  -6.22970
C  -15.94256  -28.70686  -4.88807
C  -15.65670  -27.51559  -7.04993
H  -15.10995  -31.12376  -1.26959
H  -14.56168  -29.58780  -1.93717
H  -14.18421  -31.00523  -2.85487
H  -16.98960  -29.93705  -2.52455
H  -16.65172  -31.46314  -3.25362
H  -16.07519  -31.89474  -5.33845
H  -16.08878  -30.44276  -7.58479
H  -15.97436  -27.71651  -4.43807
H  -16.45805  -27.33720  -7.72253
H  -14.70774  -27.59836  -7.56957
H  -15.64641  -26.67223  -6.38166
C  -14.80090  -16.78178  4.68626
C  -14.85104  -18.26685  4.46558
N  -13.85255  -18.82043  3.55851
C  -12.57793  -18.53747  3.52038
C  -12.03608  -19.32172  2.47400
N  -13.06932  -20.09898  1.95042
C  -14.17120  -19.70968  2.62613
C  -13.13418  -21.17947  0.90456
H  -14.81538  -16.15759  3.80199
H  -13.86988  -16.43710  5.13562
H  -15.55000  -16.51554  5.38372
H  -15.85888  -18.57661  4.12544
H  -14.77730  -18.83152  5.36377
H  -12.05321  -17.83244  4.16480
H  -11.02062  -19.34670  2.07155
H  -15.18298  -20.06472  2.50626
H  -14.11597  -21.66105  1.02854
H  -12.29383  -21.83801  1.08143
H  -13.04541  -20.71377  -0.06289
C  -16.84617  -23.58860  0.02817
C  -18.10433  -24.38113  0.33333
N  -17.75723  -25.76047  0.77542
C  -18.32989  -26.45189  1.83985
C  -17.77543  -27.68898  1.88104
N  -16.74519  -27.68306  0.93445
C  -16.85421  -26.54175  0.24091
C  -15.73274  -28.71794  0.61893
H  -16.21509  -24.19955  -0.65186
H  -16.35074  -23.31321  0.97424
H  -17.03458  -22.65914  -0.56301
H  -18.81137  -24.48931  -0.51742
H  -18.57554  -23.86279  1.14077
H  -19.09077  -26.03086  2.43616
H  -17.93693  -28.56634  2.48496
H  -16.21006  -26.35580  -0.57792
H  -15.92361  -29.65568  1.03692
H  -14.73442  -28.37314  0.93692
H  -15.74805  -28.68763  -0.50129
C  -10.26281  -26.69598  -6.52277
C  -9.18402  -27.46840  -5.70907
N  -8.75606  -26.67562  -4.56756
C  -8.09475  -25.51577  -4.55908
C  -8.03250  -25.06109  -3.30055
N  -8.62483  -25.98159  -2.50337
C  -9.04103  -26.96018  -3.26880
C  -9.13271  -25.73885  -1.14048
H  -11.17287  -26.73952  -5.91806
H  -10.52892  -27.15726  -7.51583
H  -9.91862  -25.66409  -6.70542
H  -8.27436  -27.84784  -6.26149
H  -9.61536  -28.37766  -5.19365
H  -7.72865  -25.04401  -5.46166
H  -7.62841  -24.11067  -2.90046
H  -9.66299  -27.78804  -2.98383
H  -9.48576  -26.68540  -0.72162
H  -9.88257  -24.96064  -1.29173
H  -8.28716  -25.31981  -0.60605
C  -15.23564  -24.79802  -10.34814
C  -15.68793  -23.52257  -9.66198
N  -16.56660  -23.77268  -8.44562
C  -16.28268  -23.99882  -7.09231
C  -17.42092  -24.08663  -6.34434
N  -18.48490  -24.04442  -7.30087
C  -17.95120  -23.87432  -8.49604
C  -19.87625  -24.23277  -6.96309
H  -16.08941  -25.39854  -10.65926
H  -14.70305  -25.33946  -9.64171
H  -14.56540  -24.62472  -11.21569
H  -16.25193  -22.86548  -10.33839
H  -14.82481  -22.90176  -9.27294
H  -15.26037  -24.07865  -6.81856
H  -17.57360  -24.23789  -5.28987
H  -18.55437  -23.82774  -9.38152
H  -20.42815  -23.30941  -6.96489
H  -19.87861  -24.59706  -5.94208
H  -20.28366  -24.98558  -7.65043
As  -9.53966  -21.69578  -0.40815
F  -9.04951  -21.52372  -2.05933
F  -8.27951  -20.64249  0.04963
F  -10.10173  -21.99685  1.21018
F  -10.73116  -22.89490  -0.94912
F  -8.35208  -23.01325  -0.15277
F  -10.65571  -20.41932  -0.63251
As  -18.43192  -26.39720  -3.09214
F  -19.26185  -26.42617  -1.62049
F  -19.16468  -27.87426  -3.60768
F  -17.47615  -26.37937  -4.61849
F  -17.47124  -24.97268  -2.61854
F  -17.15816  -27.44122  -2.43669
F  -19.57960  -25.25983  -3.79142
As  -13.41834  -25.58672  -3.68808
F  -13.87042  -26.17464  -2.15491
F  -15.04690  -25.41940  -4.20328
F  -12.89241  -25.11363  -5.24836
F  -11.66967  -25.77121  -3.30797
F  -13.53588  -27.29511  -4.33794
F  -13.31696  -23.95649  -3.18341

Results of the Löwdin charge analysis, in e, for atoms 1 through 4: -0.056 -0.166 -0.037 0.026

(3)
Formula: C38H36IIrN6O3P
Source: OMol25
Level of theory: ωB97M-V/def2-TZVPD

Its orbital gap (spin up / spin down) is 6.52 / 6.63 eV. The calculation puts the LUMO energy (spin up / spin down) at -3.8037 / -3.6893 eV. The total energy is -75295.2336 eV. The relative energy (zero: lowest compared OMol25 entry of this formula, charge and spin) is 2.756 eV. The total charge is +1.

CARTESIAN COORDINATES (ANGSTROEM)
Ir  -0.00210  -0.31270  -0.06110
C  4.18090  -0.49710  -0.37020
C  3.57990  -1.71700  0.32150
C  2.67030  -2.53100  -0.59670
C  2.82980  -1.34770  1.61370
C  3.79160  -0.93520  2.74290
O  3.15160  0.17310  3.34910
C  2.10920  0.52500  2.57900
N  1.88820  -0.22060  1.55730
C  1.41120  1.71040  3.09930
C  2.06640  2.37380  4.14880
C  1.54990  3.50840  4.74040
C  0.32620  4.00280  4.31970
C  -0.35990  3.33920  3.32230
C  0.16480  2.20650  2.69030
P  -0.87200  1.50730  1.36480
C  -1.52930  3.04160  0.61890
C  -0.68130  4.13550  0.43390
C  -1.15860  5.29650  -0.14510
C  -2.47460  5.37370  -0.57750
C  -3.30880  4.27670  -0.43380
C  -2.84020  3.11570  0.15570
C  -2.36150  0.85760  2.19890
C  -3.19660  0.06400  1.41400
C  -4.40860  -0.37270  1.91250
C  -4.80250  -0.01110  3.19110
C  -3.96100  0.74830  3.98550
C  -2.73760  1.17600  3.49800
H  4.75690  -0.80350  -1.23960
H  4.84120  0.04680  0.30000
H  3.39540  0.17240  -0.70230
H  4.40450  -2.37430  0.62890
H  1.75530  -1.97300  -0.82800
H  2.37940  -3.45890  -0.10500
H  3.16970  -2.77620  -1.53230
H  2.24260  -2.22380  1.91500
H  4.76270  -0.60530  2.35910
H  3.94780  -1.70530  3.49720
H  3.00460  1.98740  4.51060
H  2.09940  4.00120  5.52860
H  -0.09440  4.89150  4.76580
H  -1.32800  3.71150  3.01640
H  0.34820  4.07560  0.75660
H  -0.50420  6.14610  -0.26100
H  -2.84770  6.28510  -1.02020
H  -4.33280  4.33240  -0.77130
H  -3.50350  2.27210  0.27410
H  -2.88360  -0.21110  0.41350
H  -5.05270  -0.98470  1.30150
H  -5.76110  -0.32460  3.57380
H  -4.26270  1.02510  4.98540
H  -2.08870  1.75410  4.13700
N  -1.68450  2.24360  -3.51060
C  -1.06240  2.25430  -2.32440
N  -1.10130  1.04920  -1.80540
C  -1.74670  0.30370  -2.74370
N  -2.11980  1.01730  -3.78670
C  -1.84710  -1.12970  -2.65650
C  -2.28940  -1.86440  -3.76590
N  -2.29970  -3.17280  -3.75660
C  -1.83350  -3.79010  -2.68300
C  -1.38960  -3.07710  -1.57970
N  -1.41860  -1.74880  -1.54980
H  -1.82500  2.99860  -4.16510
H  -0.60460  3.11990  -1.89360
H  -2.62650  -1.35110  -4.65330
H  -1.82360  -4.86870  -2.69960
H  -1.01530  -3.58720  -0.70840
C  -0.49630  -2.06450  1.27540
H  -0.32980  -1.74450  2.30130
H  0.14700  -2.91440  1.06570
H  -1.53860  -2.35450  1.17750
I  7.10500  1.08870  -5.65790
C  5.24890  0.70610  -4.72200
C  4.57570  -0.47170  -4.99980
C  3.36070  -0.71240  -4.38520
C  2.83780  0.21460  -3.49250
C  3.51620  1.39680  -3.22740
C  4.72680  1.64350  -3.84640
C  1.57010  -0.14430  -2.74670
O  0.75040  -0.89020  -3.26610
O  1.51760  0.34920  -1.58000
H  4.99160  -1.19010  -5.68860
H  2.81120  -1.62090  -4.58190
H  3.10270  2.11870  -2.53760
H  5.26600  2.55540  -3.64740

Results of the Löwdin charge analysis, in e, for atoms 1 through 4: 1.115 -0.045 -0.353 -0.056

(4)
Formula: C6H8CsF3NO2
Source: OMol25
Level of theory: ωB97M-V/def2-TZVPD

Its orbital gap is 10.71 eV. The calculation puts the LUMO energy at -3.2357 eV. The total energy is -20632.2873 eV. The total charge is +1.

CARTESIAN COORDINATES (ANGSTROEM)
O  2.96441  -0.19743  1.36375
C  1.95734  -0.11038  0.67222
C  1.68350  0.73825  -0.56878
C  0.78836  -0.17935  -1.41176
C  0.10593  -1.11829  -0.37772
C  -1.40290  -0.95413  -0.27326
O  -1.73074  0.43746  -0.37313
C  -2.56366  0.94526  0.57065
F  -2.10301  0.72531  1.82888
F  -3.78056  0.39340  0.52172
F  -2.65819  2.23744  0.37941
N  0.79419  -0.80591  0.89717
H  1.01952  1.53809  -0.23463
H  2.54024  1.20004  -1.04506
H  0.06300  0.42671  -1.95505
H  1.34433  -0.75808  -2.15603
H  0.34006  -2.15205  -0.65137
H  -1.91968  -1.49862  -1.07131
H  -1.74988  -1.34500  0.68700
H  0.90547  -1.59528  1.52630
Cs  3.40228  2.07256  1.67100

Results of the Löwdin charge analysis, in e, for atoms 1 through 4: -0.347 -0.592 -0.150 -0.085